(1)
{"formula": "C4H13NO", "method": "ωB97M-V with the def2-TZVPD basis set", "gap_ev": 9.500, "de_lowest_kj_mol": 231.8, "energy_ha": -290.10866, "symbols": ["C", "C", "C", "N", "C", "H", "H", "H", "H", "H", "H", "H", "H", "H", "H", "H", "O", "H", "H"], "coordinates": [[-1.471240, 1.013844, 0.878096], [-1.794669, -0.042565, -0.309447], [-0.906654, -1.218120, -0.505149], [-0.421283, -2.138874, 0.682653], [0.560437, -1.328503, 1.408110], [-0.408687, 1.356924, 0.915579], [-1.964269, 2.006324, 0.849492], [-1.958980, 0.428560, 1.739593], [-2.803713, -0.581531, -0.203861], [-1.788579, 0.565915, -1.311270], [-1.186834, -2.043874, -1.252431], [0.038581, -0.843608, -0.853830], [-1.203329, -2.324175, 1.246546], [1.357610, -1.175585, 0.702169], [0.000236, -0.439286, 1.910857], [1.094912, -1.836454, 2.245280], [4.633653, 2.953426, -2.667236], [4.207323, 2.992817, -3.477991], [4.015485, 2.654765, -1.997157]], "forces_ev_per_a": [[-1.22, -1.40, -0.17], [-1.94, 1.58, -1.01], [2.51, -3.36, 0.33], [0.45, 2.05, -2.00], [-1.04, 0.10, 2.25], [-0.67, -1.14, 0.37], [-0.52, -0.86, -0.59], [1.59, 1.38, -0.43], [0.77, 1.76, 0.16], [-0.24, -1.33, 1.61], [-0.43, 1.82, 0.72], [0.60, 0.03, -0.47], [-1.22, -0.38, 1.01], [0.22, 1.09, -0.19], [1.89, -1.09, -1.13], [-0.76, -0.24, -0.46], [1.61, -0.02, 2.39], [-1.44, 0.03, -2.20], [-0.16, -0.01, -0.20]]}

---

(2)
{"formula": "C4H13NO", "method": "ωB97M-V with the def2-TZVPD basis set", "gap_ev": 9.961, "de_lowest_kj_mol": 80.0, "energy_ha": -290.16645, "symbols": ["C", "N", "C", "C", "C", "H", "H", "H", "H", "H", "H", "H", "H", "H", "H", "H", "O", "H", "H"], "coordinates": [[-1.547334, 0.423052, -0.775164], [-0.753073, -0.299705, 0.204546], [0.522564, 0.324045, 0.746897], [0.659245, 1.827094, 0.517453], [1.696225, -0.450139, 0.133437], [-1.304418, 0.109008, -1.798016], [-1.422494, 1.506079, -0.848514], [-2.601756, 0.244888, -0.569953], [-1.303322, -0.473477, 1.032388], [0.396669, 0.101015, 1.807761], [1.652712, 2.153727, 0.811859], [-0.047969, 2.338109, 1.173982], [0.414875, 2.070562, -0.507439], [2.645897, 0.022063, 0.372400], [1.518158, -0.528434, -0.926451], [1.766659, -1.425634, 0.618515], [-0.885713, -3.029165, -0.760315], [-0.440963, -2.703005, 0.035431], [-0.965962, -2.210084, -1.268820]], "forces_ev_per_a": [[-0.04, 0.07, -0.61], [0.64, 0.91, 0.86], [-0.56, -0.66, -0.81], [-0.55, -0.51, 0.89], [-0.20, 0.15, 1.31], [-0.19, -0.32, 0.07], [0.02, 0.08, 0.58], [-0.01, -0.13, -0.25], [-0.38, 0.00, -0.25], [0.70, 0.25, 0.12], [0.11, 0.08, -0.26], [-0.08, 0.21, -0.17], [0.38, 0.27, -0.22], [0.14, 0.27, -0.31], [0.28, -0.18, -0.40], [-0.20, -0.22, -0.45], [0.16, 0.03, -0.03], [-0.19, -0.06, -0.26], [-0.02, -0.23, 0.18]]}

---

(3)
{"formula": "C4H13NO2", "method": "ωB97M-V with the def2-TZVPD basis set", "gap_ev": 2.841, "de_lowest_kj_mol": 711.7, "energy_ha": -365.17143, "symbols": ["C", "C", "C", "C", "N", "H", "H", "H", "H", "H", "H", "H", "H", "H", "H", "H", "O", "H", "H", "O"], "coordinates": [[0.504050, -1.094028, -0.573545], [1.702845, -0.232021, -0.198345], [2.568442, -0.720424, 0.797836], [-0.729719, 1.507772, 1.076985], [1.973452, 0.836240, -0.898313], [0.907782, -1.937683, -1.122647], [-0.149680, -0.424680, -1.123952], [0.095404, -1.401826, 0.383174], [2.219052, -1.572285, 1.373424], [3.455886, -0.224053, 1.179829], [-0.260991, 1.406758, 2.060718], [-1.525648, 2.232302, 1.112991], [0.100755, 1.846027, 0.452745], [-1.045388, 0.562563, 0.665554], [2.898157, 1.199466, -0.628140], [-3.217088, -1.706340, 0.006555], [-2.478776, -1.124808, 0.211115], [-2.768157, 0.473912, -2.239195], [-2.228404, -0.160749, -0.896336], [-2.021971, 0.533859, -1.640445]], "forces_ev_per_a": [[1.31, 1.42, 1.08], [-0.13, -1.07, -1.07], [-0.58, 0.41, 0.80], [1.34, 0.02, 0.12], [0.74, 0.05, 0.25], [-0.31, -0.19, -0.26], [-0.41, -0.58, -0.30], [-0.71, -0.38, -0.24], [0.23, -0.17, -0.13], [0.10, 0.07, -0.44], [-0.38, -0.22, 0.17], [-0.21, 0.12, -0.12], [-0.34, 0.45, -0.24], [-0.44, -0.09, 0.36], [-0.28, 0.24, 0.10], [-0.04, -0.06, -0.03], [0.30, -0.15, 0.19], [-0.05, 0.03, -0.08], [-0.26, 0.37, -0.30], [0.14, -0.25, 0.14]]}

---

(4)
{"formula": "C4H13NO2", "method": "ωB97M-V with the def2-TZVPD basis set", "gap_ev": 3.460, "de_lowest_kj_mol": 752.6, "energy_ha": -365.15582, "symbols": ["N", "C", "C", "C", "C", "H", "H", "H", "H", "H", "H", "H", "H", "H", "H", "H", "O", "H", "H", "O"], "coordinates": [[1.817805, 2.879002, 0.720338], [0.730452, 1.471838, -1.030161], [-2.129800, -0.645470, 0.387854], [-1.367219, 0.507510, -0.149405], [-0.004249, 0.525839, -0.230185], [1.143987, 2.295973, -0.099299], [1.490836, 3.631885, 1.304396], [0.097934, 1.962689, -1.766217], [1.644927, 1.028923, -1.440760], [-2.623217, -1.032026, -0.501338], [-2.823972, -0.302942, 1.151128], [-1.551262, -1.438180, 0.828519], [-1.882107, 1.492666, -0.209578], [0.649664, -0.127745, 0.358416], [-0.047095, -3.590712, -1.468073], [0.245998, -2.702262, 0.165555], [-0.606571, -3.141805, -0.816209], [2.483614, 2.310386, 1.246081], [1.702699, -2.904950, 0.787574], [1.027576, -2.220619, 0.761364]], "forces_ev_per_a": [[0.52, -0.65, -1.57], [-3.05, -4.54, -1.85], [0.44, 0.87, -0.22], [-0.43, 0.40, 2.03], [2.45, 1.18, -0.54], [2.19, 2.88, 4.07], [-1.02, -0.08, -0.36], [0.32, 0.87, 0.16], [0.30, 0.91, 0.61], [-0.57, -0.51, -0.03], [-0.56, 0.23, -0.32], [0.69, -0.26, -0.34], [0.11, -0.83, -0.78], [-0.56, -0.81, -0.27], [-0.27, 0.18, 0.26], [0.15, 0.19, -0.62], [-0.07, 0.14, -0.02], [-0.64, -0.39, -0.60], [0.08, 0.13, 0.18], [-0.05, 0.08, 0.22]]}

---

(5)
{"formula": "C4H13NO2", "method": "ωB97M-V with the def2-TZVPD basis set", "gap_ev": 8.167, "de_lowest_kj_mol": 215.2, "energy_ha": -365.36054, "symbols": ["C", "C", "N", "C", "C", "H", "H", "H", "H", "H", "H", "H", "H", "H", "O", "H", "H", "O", "H", "H"], "coordinates": [[0.186663, 2.926626, 0.246548], [-0.379298, 1.784587, 0.723047], [0.180398, 0.570650, 0.481265], [-0.091603, -0.664380, 1.171813], [-1.302717, -0.804492, 2.087555], [-0.359242, 3.762360, -0.164384], [1.250135, 2.863895, 0.022980], [-0.978375, 1.746227, 1.634580], [1.078238, 0.642686, 0.019884], [0.749778, -0.972088, 1.803623], [-0.229272, -1.426220, 0.395822], [-1.195228, -1.796943, 2.517948], [-2.311164, -0.607453, 1.719980], [-1.242104, -0.093453, 2.926558], [-1.299749, -0.400667, -1.884007], [-1.058136, 0.475945, -1.561200], [-1.682314, -0.302770, -2.760555], [2.573846, -2.390462, -1.979758], [2.500264, -3.302384, -1.681364], [1.870435, -2.252479, -2.621867]], "forces_ev_per_a": [[0.07, -0.33, -0.40], [0.99, 0.17, 1.26], [0.37, 0.36, 0.39], [-0.26, -1.04, -0.11], [0.16, 1.30, 0.86], [-0.07, 0.43, 1.01], [-0.17, -0.10, -0.87], [-1.47, 0.25, -1.04], [-0.12, -0.40, -0.29], [0.17, 0.12, -0.23], [0.31, 0.00, 0.04], [-0.44, -0.09, -0.01], [0.24, -0.42, -0.67], [0.26, -0.23, 0.02], [0.01, -0.24, -0.01], [-0.03, -0.04, -0.08], [0.02, 0.22, 0.08], [0.11, 0.09, 0.06], [-0.11, 0.06, -0.11], [-0.04, -0.11, 0.09]]}

---

(6)
{"formula": "C4H13NO2", "method": "ωB97M-V with the def2-TZVPD basis set", "gap_ev": 9.706, "de_lowest_kj_mol": 134.6, "energy_ha": -365.39123, "symbols": ["C", "C", "C", "C", "N", "H", "H", "H", "H", "H", "H", "H", "H", "H", "O", "H", "H", "O", "H", "H"], "coordinates": [[1.487364, -1.261373, 1.978442], [0.756833, -1.021408, 0.714347], [-0.543455, -0.682401, 0.673855], [-1.440723, -0.909339, -0.522014], [-0.651234, -1.324816, -1.715688], [1.810251, -2.318712, 1.981603], [2.320192, -0.539994, 2.149836], [0.837337, -1.088735, 2.874935], [1.274048, -0.880480, -0.234134], [-0.975428, -0.251585, 1.592999], [-2.232836, -1.622213, -0.327568], [-2.003743, -0.003132, -0.855632], [0.141429, -1.928697, -1.504941], [-1.260634, -1.796542, -2.374869], [0.188833, 2.950077, 1.175175], [0.336929, 3.877278, 0.876177], [-0.362535, 2.651019, 0.437171], [0.213524, 1.341717, -1.832064], [-0.151707, 0.432165, -1.977194], [0.076945, 1.816320, -2.666105]], "forces_ev_per_a": [[0.27, 0.85, 1.22], [-1.25, 1.33, -0.51], [-0.05, -0.29, 0.42], [0.51, 1.09, -1.10], [-0.37, 0.17, 0.08], [0.23, 0.59, 0.22], [-0.14, -0.83, -0.40], [0.23, -0.38, -0.83], [0.35, -1.06, 0.09], [-0.27, -0.88, -0.33], [0.01, -0.43, 0.59], [0.49, -0.29, 0.51], [-0.45, 0.03, 0.16], [0.21, 0.02, 0.03], [-0.25, 1.31, -0.80], [0.12, -0.86, 0.65], [0.21, -0.55, 0.10], [-0.34, 0.08, -0.38], [0.40, 0.34, -0.05], [0.08, -0.25, 0.33]]}

---

What is the formula in the second record? C4H13NO